DFT (ωB97M-V with the def2-TZVPD basis set) results for a 12-piece molecular cluster, C26H20Cl46N2O3 overall at a distorted geometry.

Each line ends with the Löwdin charge.
CARTESIAN COORDINATES (ANGSTROEM)
C  3.142  2.529  0.122  -0.132
C  2.533  1.052  -0.375  -0.264
N  2.927  0.914  -1.822  -0.009
C  2.458  -0.376  -2.458  -0.384
C  3.735  -1.287  -2.929  -0.086
C  4.535  -2.060  -1.727  -0.335
C  5.256  -1.085  -0.623  -0.077
O  3.726  -3.131  -1.055  -0.115
O  1.540  -1.086  -1.556  -0.042
C  0.652  -2.017  -2.261  -0.231
O  1.001  -2.967  -3.130  0.023
C  -0.967  -1.922  -1.888  -0.150
C  -2.181  -1.966  -3.014  0.021
C  -3.712  -1.833  -2.445  -0.079
N  -4.159  -1.647  -1.023  -0.042
C  -3.044  -1.626  -0.017  -0.158
C  -1.433  -1.746  -0.292  -0.135
C  1.664  0.099  -3.853  -0.473
Cl  2.202  -0.381  -5.573  0.540
C  0.451  1.010  -3.789  -0.557
C  -0.209  1.586  -2.403  -0.106
Cl  -0.357  1.538  -5.398  0.479
H  2.646  3.315  -0.628  0.026
H  2.773  2.775  1.211  0.009
H  4.300  2.619  -0.032  0.023
H  2.992  0.262  0.355  0.071
H  1.384  1.112  -0.164  0.065
H  3.930  1.125  -2.008  0.052
H  3.409  -2.137  -3.702  0.126
H  4.492  -0.591  -3.488  0.130
H  5.422  -2.661  -2.257  0.149
H  4.670  -1.126  0.406  0.088
H  5.494  -0.002  -0.994  0.065
H  6.315  -1.584  -0.387  0.094
H  4.276  -3.452  -0.258  0.117
H  -1.958  -2.095  -4.163  0.115
H  -4.572  -1.850  -3.273  0.115
H  -3.362  -1.469  1.123  0.058
H  -0.581  -1.694  0.524  0.105
H  -0.386  0.787  -1.565  0.062
H  0.558  2.375  -1.942  0.093
H  -1.196  2.197  -2.632  0.024
Cl  -5.104  4.222  -2.430  0.514
C  -3.572  5.050  -2.809  -1.994
Cl  -2.698  5.402  -1.297  0.519
Cl  -2.571  4.001  -3.844  0.502
Cl  -3.917  6.574  -3.665  0.484
Cl  -8.245  -1.676  0.216  0.522
C  -7.404  -2.465  1.574  -1.968
Cl  -7.740  -4.214  1.546  0.498
Cl  -5.649  -2.194  1.423  0.567
Cl  -7.981  -1.774  3.112  0.465
Cl  1.958  0.454  3.011  0.512
C  0.555  1.542  3.158  -1.973
Cl  -0.252  1.263  4.722  0.534
Cl  1.104  3.235  3.066  0.541
Cl  -0.590  1.216  1.832  0.539
Cl  -10.187  -4.464  3.968  0.498
C  -9.345  -5.253  5.326  -1.991
Cl  -9.681  -7.002  5.298  0.524
Cl  -7.591  -4.982  5.175  0.492
Cl  -9.923  -4.562  6.864  0.482
Cl  -2.983  4.057  -7.479  0.503
C  -4.387  5.145  -7.333  -1.987
Cl  -5.194  4.866  -5.769  0.469
Cl  -3.838  6.837  -7.425  0.512
Cl  -5.532  4.819  -8.658  0.518
Cl  4.123  4.798  -1.821  0.525
C  4.613  4.039  -3.357  -1.953
Cl  3.195  3.282  -4.124  0.563
Cl  5.286  5.279  -4.445  0.536
Cl  5.850  2.796  -3.037  0.516
Cl  8.145  1.930  0.137  0.512
C  7.913  3.635  0.602  -1.973
Cl  9.327  4.588  0.084  0.523
Cl  6.447  4.271  -0.186  0.475
Cl  7.735  3.749  2.371  0.473
Cl  6.663  0.540  5.473  0.500
C  5.813  2.103  5.573  -1.979
Cl  4.410  2.089  4.475  0.487
Cl  5.257  2.371  7.244  0.528
Cl  6.924  3.414  5.100  0.477
Cl  -0.583  -7.041  -0.819  0.513
C  -1.987  -5.953  -0.672  -1.964
Cl  -2.794  -6.231  0.892  0.508
Cl  -1.438  -4.260  -0.764  0.665
Cl  -3.132  -6.278  -1.998  0.514
Cl  3.382  -4.322  5.845  0.516
C  4.913  -3.494  5.466  -2.009
Cl  5.788  -3.142  6.978  0.512
Cl  5.915  -4.543  4.431  0.511
Cl  4.568  -1.970  4.610  0.471
Cl  -8.317  -2.116  6.227  0.433
C  -9.187  -0.651  6.747  -1.979
Cl  -10.923  -1.016  6.907  0.515
Cl  -8.547  -0.107  8.319  0.520
Cl  -8.959  0.637  5.537  0.512

Results
LUMO (hartree): -0.039
SMILES: CCN[C@@](C[C@@H](C)O)(OC(=O)c1ccncc1)/C(Cl)=C(\C)Cl.ClC(Cl)(Cl)Cl.ClC(Cl)(Cl)Cl.ClC(Cl)(Cl)Cl.ClC(Cl)(Cl)Cl.ClC(Cl)(Cl)Cl.ClC(Cl)(Cl)Cl.ClC(Cl)(Cl)Cl.ClC(Cl)(Cl)Cl.ClC(Cl)(Cl)Cl.ClC(Cl)(Cl)Cl.ClC(Cl)(Cl)Cl
Multiplicity: 1
Kohn-Sham gap (eV): 7.814
E_HOMO (eV): -8.866